(1)
91
Properties=species:S:1:pos:R:3 method="wB97M-V/def2-TZVPD" largest_force_ha_per_bohr=0.0931 orbital_gap_ha=0.3336 smiles="CCOC(=O)C(F)(F)F.CCOC(=O)C(F)(F)F.ClC(Cl)Cl.ClC(Cl)Cl.ClC(Cl)Cl.CN(C)C=O.CN(C)C=O.CN(C)C=O.CN(C)C=O" charge=0 homo_ev=-9.195
C -4.1178 -1.6093 4.2596
C -5.0836 -0.9754 3.2221
O -4.8583 -1.3539 1.8856
C -4.0123 -0.7012 1.0393
O -3.3201 0.2008 1.4402
C -3.8624 -1.1461 -0.4307
F -2.9195 -0.4364 -1.1473
F -3.3389 -2.2899 -0.4667
F -5.0656 -1.1328 -1.0686
H -4.5436 -1.5776 5.2625
H -3.0813 -1.2916 4.1463
H -4.0296 -2.6773 4.0602
H -5.0947 0.1141 3.2530
H -6.0927 -1.2460 3.5328
C -0.5553 2.5798 -0.7893
C 0.5891 2.2461 -1.7405
O 1.3418 1.2149 -1.1721
C 0.8691 -0.1224 -1.1038
O -0.2970 -0.5546 -1.2296
C 1.9875 -1.1387 -0.5305
F 2.1354 -2.1823 -1.4142
F 3.1030 -0.5091 -0.4695
F 1.6330 -1.7298 0.6770
H -0.3838 3.3036 0.0074
H -1.0322 1.8524 -0.1323
H -1.3867 3.0745 -1.2914
H 1.1180 3.1589 -2.0146
H 0.1478 1.9054 -2.6771
Cl 3.8306 4.6294 -4.0688
C 3.9337 2.8104 -3.8590
Cl 4.2041 2.3502 -2.1893
Cl 5.2946 2.1476 -4.8542
H 2.9687 2.3989 -4.1549
Cl -2.5213 -4.7526 -3.2332
C -1.2331 -3.8024 -2.4350
Cl 0.3599 -4.0696 -3.1634
Cl -1.2342 -4.3223 -0.8031
H -1.4742 -2.7425 -2.3540
Cl 1.2904 5.1670 3.2019
C 1.5250 5.6497 1.5434
Cl 0.0695 6.0272 0.5995
Cl 2.6119 4.4429 0.8469
H 2.1072 6.5689 1.6084
C 0.2561 -0.6901 -4.6986
N -0.7176 -1.0820 -5.6514
C -0.3480 -2.3031 -6.3892
C -1.9024 -0.5066 -5.7670
O -2.7142 -0.6774 -6.6426
H -0.0788 0.1295 -4.0628
H 1.0985 -0.4605 -5.3510
H 0.3100 -1.5036 -3.9750
H 0.5278 -2.2777 -7.0376
H -0.3634 -3.2521 -5.8533
H -1.1731 -2.6016 -7.0360
H -1.9681 0.2786 -4.9980
C -1.9844 3.4495 2.8280
N -3.1900 3.8920 3.5929
C -2.8850 4.6260 4.7943
C -4.4797 3.6577 3.2223
O -5.5123 3.9796 3.8712
H -1.2179 3.0995 3.5195
H -1.6224 4.3294 2.2961
H -2.3024 2.7433 2.0611
H -2.2652 3.9913 5.4277
H -2.2785 5.4872 4.5138
H -3.8538 5.0330 5.0837
H -4.5171 3.2930 2.1842
C 1.8766 -6.7178 -0.4445
N 2.8686 -5.6879 -0.2498
C 3.4620 -5.1740 -1.4857
C 2.9983 -4.9600 0.8776
O 3.6193 -3.8827 0.8798
H 1.6743 -6.9735 -1.4846
H 0.8866 -6.3924 -0.1251
H 2.0528 -7.6159 0.1476
H 3.9691 -5.9203 -2.0972
H 2.6363 -4.9257 -2.1525
H 4.0512 -4.2582 -1.4376
H 2.3174 -5.3159 1.6662
C 1.9870 1.1279 2.6119
N 3.3221 1.1531 3.2505
C 4.2130 2.3007 3.0834
C 3.6751 0.1438 4.0311
O 4.6833 0.1631 4.7428
H 2.1640 1.2065 1.5393
H 1.4946 2.0415 2.9450
H 1.3311 0.2993 2.8791
H 5.2141 2.2633 3.5128
H 4.3213 2.5233 2.0219
H 3.7672 3.2222 3.4578
H 3.0146 -0.7340 4.1046

***

(2)
71
Properties=species:S:1:pos:R:3 method="wB97M-V/def2-TZVPD" spin_multiplicity=3 largest_force_ha_per_bohr=0.0549 orbital_gap_ha="0.1275 / 0.1434" charge=+3 homo_ev="-14.136 / -14.136" relative_energy_kj_mol=0.0
Pr 0.1778 -0.0910 0.9850
P -1.6672 2.0777 0.9806
P -2.1580 -1.5250 2.0487
P 1.8700 1.4517 -0.7037
H -0.9883 -2.4316 -0.9292
C 0.0632 -2.1123 -0.9978
C 1.0180 -2.5787 -0.1259
H 0.7762 -3.3281 0.6412
C -2.7500 2.1341 -0.4867
C -2.8664 2.2546 2.3478
C -0.9006 3.7388 0.9599
C -1.8653 -3.3294 2.0993
C -2.7516 -1.2452 3.7573
C -3.7092 -1.4615 1.0951
C 3.1996 0.3720 -1.3777
C 2.8191 2.8756 -0.0228
C 1.0182 2.1737 -2.1641
H 0.3276 -1.4736 -1.8586
H 2.0842 -2.3317 -0.2548
H -3.3883 3.0276 -0.4252
H -3.3648 1.2252 -0.5301
H -2.1387 2.1630 -1.3986
H -3.4046 3.2029 2.2025
H -2.3442 2.2662 3.3124
H -3.5650 1.4097 2.3687
H -1.7091 4.4829 0.9949
H -0.2825 3.8817 0.0645
H -0.2468 3.8634 1.8329
H -2.7979 -3.8510 2.3592
H -1.0984 -3.5522 2.8512
H -1.4974 -3.6769 1.1267
H -3.7544 -1.6772 3.8750
H -2.7855 -0.1734 3.9786
H -2.0608 -1.7017 4.4738
H -4.4162 -2.2229 1.4583
H -3.4880 -1.6532 0.0364
H -4.1630 -0.4651 1.1733
H 3.8207 0.9238 -2.1046
H 2.7480 -0.5122 -1.8542
H 3.8117 0.0090 -0.5377
H 3.4075 3.3734 -0.8143
H 3.4812 2.4924 0.7698
H 2.1148 3.5835 0.4416
H 1.7362 2.6684 -2.8458
H 0.2530 2.8957 -1.8300
H 0.4876 1.3736 -2.7083
C 2.2133 -0.8046 -5.9919
C 1.5367 -0.4568 -7.1798
C 1.3865 -1.4197 -8.1947
C 1.9527 -2.6945 -8.0496
C 2.6948 -3.0088 -6.9039
C 2.8506 -2.0601 -5.8947
S 2.3161 0.2281 -4.5955
H 1.3257 1.1465 -4.7351
H 1.1143 0.5372 -7.2895
H 0.8184 -1.1862 -9.0903
H 1.8206 -3.4470 -8.8254
H 3.1454 -3.9911 -6.7757
H 3.4309 -2.2806 -4.9987
N -0.4506 -0.2191 8.7092
C -0.1272 -0.1191 7.5870
C 0.2096 0.0135 6.1846
C 0.6800 -1.0822 5.4653
C 0.9221 -0.9513 4.0958
N 0.6709 0.2049 3.4271
C 0.3278 1.3074 4.1543
C 0.0510 1.2349 5.5176
H 0.8200 -2.0527 5.9420
H 1.3037 -1.7929 3.5055
H 0.2538 2.2593 3.6250
H -0.3196 2.1081 6.0468

***

(3)
78
Properties=species:S:1:pos:R:3 method="wB97M-V/def2-TZVPD" largest_force_ha_per_bohr=0.0123 orbital_gap_ha=0.2351 charge=+1 homo_ev=-9.847 relative_energy_kj_mol=0.0
C -0.6668 -1.6207 -2.5388
C 0.0178 -0.3184 -2.8511
O -0.0435 0.2254 -3.9100
O 0.7878 0.2589 -1.8688
C 0.2608 0.3481 -0.5475
C -1.0718 1.0923 -0.5300
C -0.9316 2.4771 -1.1839
N -0.5855 3.5169 -0.2027
C -1.2665 3.8127 0.8943
N -0.6004 4.7577 1.5320
S -1.0489 5.4112 3.0614
C -0.6359 3.9915 4.1230
C 0.4962 3.1603 3.5558
O 0.3057 2.2387 2.8055
O 1.6835 3.5606 3.9933
C 2.8363 3.0008 3.3400
C 3.4483 1.7935 4.0741
C 2.5565 1.1412 5.1189
O 3.8020 0.8761 3.0213
C 4.9427 0.1570 3.2112
O 5.3368 -0.1550 4.2935
C 5.6213 -0.2025 1.9160
S 5.4772 -1.9850 1.5421
N 0.5239 5.0979 0.8520
C 0.5152 4.3538 -0.2207
C 1.5772 4.4219 -1.2718
C 2.9777 4.5428 -0.6409
C 3.2448 5.9935 -0.2478
O 3.2398 6.8626 -1.0570
O 3.5286 6.2313 1.0600
H -0.4636 -2.0026 -1.5409
H -0.3414 -2.3675 -3.2645
H -1.7412 -1.4818 -2.6871
H 0.1894 -0.6224 -0.0486
H 1.0046 0.9337 0.0016
H -1.8792 0.5405 -1.0172
H -1.3623 1.1830 0.5233
H -0.1257 2.4374 -1.9150
H -1.8458 2.7665 -1.7045
H -2.1870 3.3612 1.2343
H -0.3389 4.4082 5.0877
H -1.5056 3.3438 4.2339
H 3.5616 3.8162 3.2993
H 2.5864 2.7087 2.3205
H 4.3713 2.1108 4.5675
H 3.1783 0.5001 5.7466
H 1.8142 0.4988 4.6389
H 2.0822 1.8789 5.7667
H 6.6850 0.0015 2.0558
H 5.2195 0.3657 1.0812
H 4.6374 -2.3069 2.5310
H 1.4146 5.3318 -1.8609
H 1.5051 3.5621 -1.9364
H 3.7161 4.2787 -1.4003
H 3.1036 3.8616 0.1992
H 2.8744 5.7832 1.6144
C -5.1498 -3.4279 -3.0318
C -4.0546 -4.3864 -3.4752
N -3.2663 -4.8992 -2.3672
C -2.0409 -5.5573 -2.7859
C -2.1390 -6.8345 -3.6263
C -4.0212 -5.5631 -1.3146
C -4.9036 -6.7536 -1.7056
H -4.7366 -2.6311 -2.4097
H -5.6191 -2.9738 -3.9050
H -5.9339 -3.9316 -2.4664
H -3.3687 -3.8521 -4.1395
H -4.5092 -5.1837 -4.0825
H -1.4468 -5.7682 -1.8918
H -1.4631 -4.8200 -3.3551
H -2.4656 -7.6891 -3.0356
H -1.1565 -7.0801 -4.0330
H -2.8215 -6.7167 -4.4685
H -4.6544 -4.8144 -0.8316
H -3.3097 -5.8745 -0.5456
H -5.5159 -6.5357 -2.5817
H -5.5828 -6.9893 -0.8846
H -4.3228 -7.6508 -1.9126

***

(4)
80
Properties=species:S:1:pos:R:3 method="wB97M-V/def2-TZVPD" largest_force_ha_per_bohr=0.0515 orbital_gap_ha=0.2858 charge=0 homo_ev=-8.649
C 5.8905 0.8117 -2.2474
C 4.5920 1.6893 -2.2538
O 4.8122 2.7587 -1.3114
B 3.7372 3.5936 -1.1163
O 4.0149 4.9141 -0.7594
C 2.1942 3.1836 -1.2120
C 1.6460 2.0568 -0.6784
C 0.2305 1.7150 -0.7351
F -0.0899 0.5732 -0.1005
C -0.7045 2.5121 -1.3524
C -2.1907 2.1111 -1.3468
Br -3.3814 3.1195 -2.5145
C -2.3709 0.5571 -1.6327
C -3.3883 0.1714 -2.7231
Br -3.0437 -0.2882 0.0447
C -0.1356 3.7185 -1.9267
N -0.8131 4.6955 -2.5460
S 0.1905 5.8524 -3.0219
N 1.6152 5.2581 -2.4671
C 1.2869 4.1107 -1.8951
H 6.2148 0.5396 -3.2653
H 5.8126 -0.0413 -1.5701
H 6.6881 1.4640 -1.8403
H 4.4557 2.0626 -3.2856
H 3.7582 1.0395 -1.9482
H 3.4436 5.0777 0.0075
H 2.3194 1.3697 -0.1469
H -2.5572 2.2655 -0.3178
H -1.4277 0.0409 -1.8491
H -3.1118 0.5143 -3.7346
H -3.3709 -0.9382 -2.7829
H -4.4328 0.4168 -2.4697
C 9.2647 -2.8892 3.9287
O 7.8885 -3.1920 3.7898
C 7.0306 -2.3950 4.6002
C 6.2502 -1.3954 3.7622
N 7.1146 -0.3431 3.2384
C 6.5116 0.4709 2.1823
C 6.0284 -0.2240 0.9077
O 7.0673 -0.7389 0.0837
C 7.5832 -1.9914 0.5028
H 9.8313 -3.6953 3.4645
H 9.5226 -1.9558 3.4192
H 9.5543 -2.8230 4.9811
H 7.5788 -1.8992 5.4074
H 6.3163 -3.0820 5.0626
H 5.4684 -0.9421 4.3794
H 5.7643 -1.9591 2.9567
H 7.9568 -0.7629 2.8690
H 7.2648 1.2067 1.8900
H 5.6756 1.0308 2.6147
H 5.5280 0.5375 0.3055
H 5.2730 -0.9951 1.1031
H 6.8124 -2.6335 0.9340
H 8.4057 -1.8500 1.2067
H 7.9969 -2.4915 -0.3740
C -7.8638 -1.2264 2.3619
O -8.3395 -2.3147 1.5910
C -9.7256 -2.2442 1.2727
C -9.9389 -1.9245 -0.1979
N -9.5611 -0.5498 -0.5079
C -9.4399 -0.2580 -1.9367
C -8.4423 -1.0696 -2.7663
O -7.0808 -0.8065 -2.4725
C -6.5735 -1.4697 -1.3265
H -6.8798 -1.4944 2.7442
H -7.7571 -0.3222 1.7548
H -8.5219 -1.0210 3.2108
H -10.2557 -1.5360 1.9174
H -10.1385 -3.2379 1.4682
H -10.9941 -2.0708 -0.4486
H -9.3486 -2.6470 -0.7742
H -8.6728 -0.3463 -0.0700
H -9.1539 0.7940 -2.0147
H -10.4316 -0.3493 -2.3923
H -8.5775 -0.7694 -3.8091
H -8.6427 -2.1471 -2.7378
H -7.0054 -2.4647 -1.1977
H -6.7312 -0.8601 -0.4341
H -5.4960 -1.5769 -1.4518